DFT (ωB97M-V with the def2-TZVPD basis set) results for one molecule with the formula C3H3FO2 at a distorted geometry.

E_tot, a.u.: -366.3831
LUMO, eV: 0.7
Gap between HOMO and LUMO, eV: 10.6
SMILES: O=CO/C=C\F
HOMO energy, eV: -9.9291
2S+1: 1
Max |F|, hartree/bohr: 0.1276

Cartesian coordinates (Å):
C  1.652796  0.519153  -0.029099
C  0.302057  0.455047  -0.030841
C  -1.590656  -0.731281  -0.046502
H  2.377115  1.360501  -0.089950
H  -0.352686  1.430473  -0.029721
H  -1.896227  -1.749670  -0.245344
O  -0.299596  -0.764630  -0.045354
O  -2.306420  0.294590  0.274034
F  2.113615  -0.814181  0.242780

Atoms 1-3, force components in eV/Å:
-1.6434 -2.8340 1.0531
1.3421 4.2452 -0.2468
-4.6642 4.0307 2.2441

For each atom in turn, the Löwdin charge in e is: -0.02, -0.12, -0.27, 0.12, 0.17, 0.15, 0.04, 0.00, -0.06

=====

DFT (ωB97M-V with the def2-TZVPD basis set) results for a 2-piece molecular cluster, C3H3FO2 overall at a distorted geometry.

E_tot, a.u.: -366.2788
LUMO, eV: 0.5
Gap between HOMO and LUMO, eV: 10.2
SMILES: OC#CF.C=O
HOMO energy, eV: -9.7804
2S+1: 1
Max |F|, hartree/bohr: 0.1121

Cartesian coordinates (Å):
C  -1.456417  0.395570  -0.226636
C  1.074373  -0.147718  0.037634
C  0.991485  -1.338271  -0.169863
O  1.709623  0.997665  0.094834
O  -1.335559  1.548833  -0.104344
F  0.443116  -2.519008  -0.249596
H  -1.371879  -0.208290  0.833043
H  -1.518072  -0.196714  -1.097333
H  1.463329  1.467937  0.882257

Atoms 1-3, force components in eV/Å:
0.5303 -3.1452 4.8021
1.3955 -1.1730 -0.3398
-0.8199 -0.0328 0.4010

For each atom in turn, the Löwdin charge in e is: -0.22, -0.21, -0.09, 0.09, 0.02, 0.10, 0.13, 0.07, 0.12

=====

DFT (ωB97M-V with the def2-TZVPD basis set) results for one molecule with the formula C3H3FP2 at a distorted geometry.

E_tot, a.u.: -898.5130
LUMO (alpha / beta), eV: -1.6 / -1.7
Gap between HOMO and LUMO (alpha / beta), eV: 6.5 / 6.4
HOMO energy (alpha / beta), eV: -8.0449 / -8.1224
2S+1: 1
Max |F|, hartree/bohr: 0.1079

Cartesian coordinates (Å):
C  -0.746661  0.803694  0.333933
C  0.414816  1.300579  -0.092497
C  0.053645  -1.667291  -0.109376
F  0.488883  2.569910  0.272663
P  -1.395625  -0.820870  -0.102408
P  1.670031  0.534902  -0.995225
H  -1.322696  1.462243  0.912529
H  0.725941  -1.654500  0.609381
H  0.111666  -2.528667  -0.829000

Atoms 1-3, force components in eV/Å:
-2.3326 -3.4755 0.3401
0.9456 -0.3402 -0.6046
-2.3129 -1.1764 -4.9056

For each atom in turn, the Löwdin charge in e is: -0.40, -0.88, -0.42, -0.02, 0.87, 0.87, 0.04, -0.07, 0.02

=====

DFT (ωB97M-V with the def2-TZVPD basis set) results for C3H3HgLiO3 as an isolated structure at a distorted geometry.

E_tot, a.u.: -502.3216
LUMO (alpha / beta), eV: -6.2 / -7.2
Gap between HOMO and LUMO (alpha / beta), eV: 5.8 / 4.9
HOMO energy (alpha / beta), eV: -12.0434 / -12.1218
2S+1: 2
Net charge: +1
Max |F|, hartree/bohr: 0.0725

Cartesian coordinates (Å):
H  -0.540147  -2.049020  -0.029469
C  0.077572  -3.335047  0.030088
C  -0.596329  -4.660130  0.159883
O  0.428268  -5.640169  0.219366
C  0.084244  -6.951817  0.191638
O  -1.141187  -7.197915  0.195314
O  -0.114228  -2.559541  1.011797
Li  -0.357931  -8.923454  0.207766
H  -1.277026  -4.776189  -0.702706
H  -1.243911  -4.749563  1.049392
Hg  -2.926880  -2.018904  0.504629

Atoms 1-3, force components in eV/Å:
0.0382 0.4449 1.8886
-1.0658 -0.8132 3.1016
-0.7093 -1.5757 -0.6029

For each atom in turn, the Löwdin charge in e is: 0.16, 0.03, -0.22, -0.10, -0.37, -0.17, 0.01, 0.78, 0.14, 0.13, 0.61

=====

DFT (ωB97M-V with the def2-TZVPD basis set) results for C3H3HgO2 as an isolated structure at a distorted geometry.

E_tot, a.u.: -419.8683
LUMO (alpha / beta), eV: 0.2 / -2.9
Gap between HOMO and LUMO (alpha / beta), eV: 8.0 / 4.6
HOMO energy (alpha / beta), eV: -7.7025 / -7.5091
2S+1: 2
Max |F|, hartree/bohr: 0.0745

Cartesian coordinates (Å):
C  -0.924219  0.062933  -0.802858
C  -0.174768  1.116841  -0.049642
H  0.468342  1.814139  -0.607534
H  -1.061313  -0.020421  -1.879664
H  -0.815429  1.632721  0.688665
O  0.148248  -2.084289  0.335129
C  -0.045960  -0.926985  -0.109070
O  0.641070  0.113398  0.613740
Hg  1.764029  -1.708336  1.811235

Atoms 1-3, force components in eV/Å:
2.2221 -3.0347 0.4982
-0.2621 0.8182 -0.5280
-0.2618 -0.0850 0.2247

For each atom in turn, the Löwdin charge in e is: -0.02, -0.23, 0.11, 0.06, 0.11, -0.20, -0.52, -0.26, 0.94

=====

DFT (ωB97M-V with the def2-TZVPD basis set) results for C3H3HoO3 as an isolated structure at a distorted geometry.

E_tot, a.u.: -1289.3899
LUMO (alpha / beta), eV: -6.6 / -7.1
Gap between HOMO and LUMO (alpha / beta), eV: 5.1 / 4.5
HOMO energy (alpha / beta), eV: -11.6323 / -11.6244
2S+1: 6
Net charge: +1
Max |F|, hartree/bohr: 0.0698

Cartesian coordinates (Å):
H  -0.135819  -3.056295  -0.561976
O  1.418993  -1.237025  -0.173536
C  0.222086  -1.167638  -0.153347
O  -0.601415  -2.236786  -0.349876
O  -0.567587  -0.134962  0.015392
Ho  -2.722229  -1.096704  0.413771
H  -0.044993  1.039589  -0.046133
C  0.775947  2.565911  0.363204
C  0.355892  2.619501  -0.806374
H  1.299126  2.704405  1.298875

Atoms 1-3, force components in eV/Å:
0.3224 -0.1450 0.0319
-1.9926 -0.0216 0.0725
3.4861 0.7794 -0.3749

For each atom in turn, the Löwdin charge in e is: 0.16, 0.21, -0.72, -0.05, -0.24, 1.84, 0.13, -0.19, -0.16, 0.01

=====

DFT (ωB97M-V with the def2-TZVPD basis set) results for one molecule with the formula C3H3I at a distorted geometry.

E_tot, a.u.: -413.6198
LUMO (alpha / beta), eV: -0.5 / -0.5
Gap between HOMO and LUMO (alpha / beta), eV: 7.9 / 7.7
HOMO energy (alpha / beta), eV: -8.4288 / -8.1883
2S+1: 1
Max |F|, hartree/bohr: 0.0721

Cartesian coordinates (Å):
C  -0.393751  -0.315625  0.603340
C  -1.252631  -0.591058  -0.335426
C  0.522471  0.530697  0.016638
I  2.660208  0.096925  -0.046979
H  -0.092387  -0.976596  1.406714
H  -1.723651  0.106149  -0.913860
H  0.279739  1.149511  -0.730430

Atoms 1-3, force components in eV/Å:
2.4172 -0.2314 2.3675
-1.0044 -2.3002 -0.2969
1.9354 -2.1740 1.8959

For each atom in turn, the Löwdin charge in e is: -0.38, 0.13, -0.52, 0.69, 0.09, 0.01, -0.02

=====

DFT (ωB97M-V with the def2-TZVPD basis set) results for C3H3I2N as an isolated structure at a distorted geometry.

E_tot, a.u.: -766.1247
LUMO (alpha / beta), eV: -1.6 / -1.6
Gap between HOMO and LUMO (alpha / beta), eV: 8.4 / 8.4
HOMO energy (alpha / beta), eV: -10.0571 / -10.0566
2S+1: 1
Max |F|, hartree/bohr: 0.1010

Cartesian coordinates (Å):
C  -0.815572  0.178387  -1.878004
C  1.020567  -0.041317  0.636744
C  -0.434460  -0.060659  0.367751
N  -1.005197  0.217624  -2.999280
I  -1.478384  1.682026  0.990762
I  -1.455818  -1.875678  0.697132
H  1.470087  0.879132  0.268748
H  1.523865  -0.900979  0.194278
H  1.174908  -0.078535  1.721867

Atoms 1-3, force components in eV/Å:
1.3405 -0.5558 4.9856
0.4247 -0.0588 -0.3857
-1.5794 0.5275 -2.3520

For each atom in turn, the Löwdin charge in e is: -0.28, -0.29, -1.31, -0.02, 0.82, 0.84, 0.08, 0.08, 0.09

=====

DFT (ωB97M-V with the def2-TZVPD basis set) results for a 2-piece molecular cluster, C3H3I2N overall at a distorted geometry.

E_tot, a.u.: -766.1852
LUMO, eV: -0.2
Gap between HOMO and LUMO, eV: 9.6
SMILES: C=C(I)C#N.I
HOMO energy, eV: -9.7646
2S+1: 1
Max |F|, hartree/bohr: 0.1234

Cartesian coordinates (Å):
C  -1.200581  1.337559  -0.402193
C  -0.266502  -0.422351  0.908945
C  -0.057292  0.742768  0.250675
N  -2.175298  1.841789  -0.676049
I  1.380240  -2.649322  -1.262687
I  1.639543  1.954827  0.356089
H  0.448116  -0.853597  1.446883
H  -1.112391  -0.892550  0.817114
H  1.344165  -1.059122  -1.438777

Atoms 1-3, force components in eV/Å:
2.2520 -0.9892 1.2282
2.5316 5.3037 -2.3874
-0.9672 -0.8973 0.7036

For each atom in turn, the Löwdin charge in e is: -0.33, -0.05, -0.82, 0.17, 0.46, 0.89, 0.01, 0.03, -0.35

=====

DFT (ωB97M-V with the def2-TZVPD basis set) results for C3H3I2N as an isolated structure at a distorted geometry.

E_tot, a.u.: -766.1505
LUMO, eV: -0.5
Gap between HOMO and LUMO, eV: 8.9
HOMO energy, eV: -9.3633
2S+1: 1
Max |F|, hartree/bohr: 0.1429

Cartesian coordinates (Å):
C  -0.183406  -1.623670  1.415605
C  0.260592  0.217958  -0.743430
C  0.570652  -0.557884  1.171273
N  -0.856200  -2.531035  1.561783
I  1.558835  1.723451  -1.159056
I  2.739567  -0.522565  1.229400
H  0.278553  -0.536535  -1.443294
H  -0.710655  0.707853  -0.690038
H  0.243791  0.245824  1.752689

Atoms 1-3, force components in eV/Å:
-1.0708 -2.9719 -0.0804
-1.0066 0.4726 4.2019
3.2830 4.7356 -4.5581

For each atom in turn, the Löwdin charge in e is: -0.40, -0.66, -0.66, 0.18, 0.78, 0.75, -0.02, 0.00, 0.03

=====

DFT (ωB97M-V with the def2-TZVPD basis set) results for C3H3I5O as an isolated structure at a distorted geometry.

E_tot, a.u.: -1679.7422
LUMO, eV: -0.5
Gap between HOMO and LUMO, eV: 8.5
HOMO energy, eV: -9.0438
2S+1: 1
Max |F|, hartree/bohr: 0.0740

Cartesian coordinates (Å):
C  -1.576051  1.265100  0.484497
C  0.667218  -0.924781  -1.293484
C  1.234215  -0.867253  -0.128939
O  2.049339  0.087125  0.231613
I  -2.854461  -0.056824  1.677266
I  -0.739813  -2.466073  -1.965380
I  0.576976  0.817306  -2.500606
I  0.135071  2.055952  1.732336
I  1.140128  -2.578830  1.210412
H  -2.251368  2.139468  0.283862
H  -1.213432  0.678144  -0.362706
H  2.832176  -0.149334  0.631130

Atoms 1-3, force components in eV/Å:
-0.5143 0.6435 1.4779
-2.7979 -0.2937 -2.5594
1.1106 -2.5487 1.6118

For each atom in turn, the Löwdin charge in e is: -1.03, -1.21, -1.05, -0.17, 0.59, 0.68, 0.84, 0.66, 0.79, -0.03, -0.14, 0.06

=====

DFT (ωB97M-V with the def2-TZVPD basis set) results for one molecule with the formula C3H3IN2O at a distorted geometry.

E_tot, a.u.: -598.4291
LUMO, eV: -0.4
Gap between HOMO and LUMO, eV: 8.2
HOMO energy, eV: -8.6262
2S+1: 1
Max |F|, hartree/bohr: 0.0607

Cartesian coordinates (Å):
C  0.168506  -0.850217  -0.268805
C  1.254386  -0.867278  0.500726
C  -0.100449  0.589099  -0.690983
N  -1.986233  0.774769  0.787307
N  -1.425070  1.084561  -0.212591
O  0.656985  1.397079  -1.159493
I  1.990691  -2.407529  1.693595
H  -0.518899  -1.619492  -0.223266
H  1.735482  0.087734  0.556836
H  -1.775399  1.811275  -0.983326

Atoms 1-3, force components in eV/Å:
1.7209 2.3518 0.7412
-0.1660 -0.0891 -0.1922
0.4854 -0.7557 0.4572

For each atom in turn, the Löwdin charge in e is: -0.13, -0.64, -0.40, 0.10, -0.18, 0.12, 0.83, 0.07, 0.04, 0.17

=====

Question: The lowest max |F| belongs to which entry?
Answer: C3H3IN2O